1.
C3H11NO2 | ωB97M-V with the def2-TZVPD basis set

Properties
Total charge = 0
LUMO energy = 0.9 eV
Multiplicity = 1
Relative energy (zero: lowest compared OMol25 entry of this formula, charge and spin) = 90.81 kJ/mol
Calculated total energy = -326.096887 hartree
Strongest force on any atom = 1.6 eV Å⁻¹

Geometry as XYZ:
```
17
Properties=species:S:1:pos:R:3:forces:R:3
C 0.2810 -5.0100 -0.7009 0.9 -0.9 -0.8
C -0.8874 -5.9805 -0.6043 0.0 -0.5 -0.5
O -2.1047 -5.3305 -0.2565 0.2 -0.1 0.1
H -0.0673 -4.0215 -0.9427 -0.1 0.6 0.4
H 1.0037 -5.0841 0.1094 -0.4 0.5 0.5
H 0.9192 -5.2526 -1.5587 -0.2 -0.2 -0.1
H -0.6796 -6.8325 0.0543 0.1 0.3 0.3
H -1.0539 -6.4680 -1.5699 -0.2 0.3 0.0
H -1.9002 -4.7849 0.5087 -0.2 0.0 0.1
N 0.1705 6.4397 0.2746 -0.8 -1.4 0.0
C 0.8814 5.1710 0.0096 -0.6 1.4 0.3
O 1.6350 4.6861 1.1019 0.2 -0.1 0.0
H 0.7049 7.0257 0.8823 0.6 0.4 0.2
H -0.6641 6.1850 0.8006 0.0 0.4 -0.1
H 0.1126 4.4446 -0.2393 0.1 -0.1 -0.5
H 1.5404 5.4112 -0.8199 0.3 -0.6 0.1
H 1.0147 4.3178 1.7424 0.2 0.0 0.0
```
Positions in Å, forces in eV/Å.


2.
C3H11NO2 | ωB97M-V with the def2-TZVPD basis set

Properties
Total charge = 0
LUMO energy = 0.9 eV
Multiplicity = 1
Relative energy (zero: lowest compared OMol25 entry of this formula, charge and spin) = 210.34 kJ/mol
Calculated total energy = -326.051359 hartree
Strongest force on any atom = 2.1 eV Å⁻¹

Geometry as XYZ:
```
17
Properties=species:S:1:pos:R:3:forces:R:3
C 1.2977 -3.0822 0.2292 0.9 0.9 0.3
C 1.4518 -2.0614 -0.6124 -1.7 -0.1 -1.2
C 1.3287 -2.2177 -2.1819 1.2 -0.1 1.1
N 0.9148 -3.4979 -2.6299 -0.8 -0.9 -0.7
H 1.8962 -3.9620 0.0553 -0.8 -0.8 -0.3
H 0.7342 -2.9634 1.1516 0.7 0.0 0.2
H 1.0476 -1.0851 -0.3608 0.0 0.1 0.4
H 0.5673 -1.4510 -2.3208 -0.2 -0.2 -0.7
H 2.1986 -1.9285 -2.7749 0.1 0.2 0.3
H -0.0392 -3.7971 -2.6185 -0.3 0.4 0.4
H 1.4784 -4.2490 -2.9733 0.8 0.5 0.1
O -3.9912 2.9028 2.0040 -0.3 0.1 0.5
H -3.8255 2.4714 2.8504 0.2 -0.2 -0.2
H -4.6685 3.5454 2.2534 0.1 0.0 -0.3
O 0.0308 5.9012 2.3477 -0.5 0.2 0.5
H 0.7578 6.4866 2.1314 0.2 -0.3 -0.3
H 0.1041 5.0740 1.8694 0.3 0.1 -0.2
```
Positions in Å, forces in eV/Å.


3.
C3H11NO2 | ωB97M-V with the def2-TZVPD basis set

Properties
Total charge = 0
LUMO energy = 0.9 eV
Multiplicity = 1
Relative energy (zero: lowest compared OMol25 entry of this formula, charge and spin) = 136.35 kJ/mol
Calculated total energy = -326.079543 hartree
Strongest force on any atom = 3.1 eV Å⁻¹

Geometry as XYZ:
```
17
Properties=species:S:1:pos:R:3:forces:R:3
C 1.5085 1.4628 0.2579 -0.3 -0.9 -2.0
N 1.0398 1.8829 1.5681 -0.3 0.3 -0.9
C -0.3449 1.4711 1.8888 0.1 0.4 0.1
C -0.7053 0.0233 1.5642 1.8 0.4 2.5
O -1.1146 -0.2355 0.2664 -0.4 -0.3 -0.5
H 0.6729 1.2174 -0.4552 0.5 0.7 0.4
H 2.2050 2.1634 -0.2408 -0.5 0.0 0.5
H 2.0577 0.5166 0.2240 0.1 0.0 0.7
H 1.0194 2.8947 1.5190 0.1 0.0 0.4
H -1.1566 2.0940 1.4603 0.5 0.2 0.0
H -0.3228 1.6070 2.9696 -0.8 -0.2 0.2
H -1.4052 -0.2536 2.3747 -0.2 -0.3 -0.7
H 0.2581 -0.4851 1.8355 -0.9 -0.4 -0.8
H -2.0754 -0.1581 0.2090 0.3 0.0 0.0
O -0.5443 -4.2868 -5.2119 0.1 -1.4 0.2
H 0.0542 -5.0088 -5.4506 0.8 0.7 -0.5
H -1.1464 -4.9053 -4.7790 -0.9 0.7 0.4
```
Positions in Å, forces in eV/Å.


4.
C3H11NO2S | ωB97M-V with the def2-TZVPD basis set

Properties
Total charge = 0
LUMO energy = 0.6 eV
Multiplicity = 1
Relative energy (zero: lowest compared OMol25 entry of this formula, charge and spin) = 36.46 kJ/mol
Calculated total energy = -724.297842 hartree
Strongest force on any atom = 1.5 eV Å⁻¹

Geometry as XYZ:
```
18
Properties=species:S:1:pos:R:3:forces:R:3
N 1.2127 0.4649 -2.0465 0.3 -0.6 -0.4
C 0.3476 1.0091 -1.0213 -0.2 -1.0 -0.3
C 1.1757 1.7082 0.0267 -0.3 0.8 -0.3
O 1.5010 3.0316 -0.4266 0.0 -0.3 0.3
C -0.3668 -0.1726 -0.3394 -1.1 1.1 -0.2
S -1.3912 -1.1346 -1.5076 0.3 -0.2 0.0
H 0.6385 -0.0038 -2.7371 0.2 -0.1 -0.1
H 1.8304 1.1020 -2.5303 -0.2 0.4 0.3
H -0.4504 1.6014 -1.4804 0.1 0.7 0.4
H 2.0775 1.1234 0.1252 0.4 -0.3 0.2
H 0.6786 1.7589 1.0020 -0.2 0.0 -0.1
H 1.9423 3.4520 0.3179 0.1 0.2 -0.2
H -1.1380 0.2639 0.2984 0.3 0.0 0.4
H 0.3132 -0.7358 0.2711 0.3 -0.6 0.0
H -0.9090 -2.3547 -1.2477 0.1 0.0 -0.1
O -2.8315 -3.8432 3.6359 0.2 -0.1 -0.1
H -1.9482 -4.0463 3.3050 -0.2 0.0 0.0
H -2.6823 -3.2244 4.3547 0.0 0.1 0.1
```
Positions in Å, forces in eV/Å.


5.
C3H11NO2S | ωB97M-V with the def2-TZVPD basis set

Properties
Total charge = 0
LUMO energy = 0.5 eV
Multiplicity = 1
Relative energy (zero: lowest compared OMol25 entry of this formula, charge and spin) = 96.10 kJ/mol
Calculated total energy = -724.275128 hartree
Strongest force on any atom = 2.7 eV Å⁻¹

Geometry as XYZ:
```
18
Properties=species:S:1:pos:R:3:forces:R:3
N -1.2120 1.3634 0.6161 -0.2 0.5 -2.3
C -0.4804 0.5322 -0.3924 0.5 -0.1 0.3
C -1.1770 0.3806 -1.7594 -1.6 -0.6 -0.5
O -2.5236 -0.2054 -1.7154 1.7 0.3 -1.1
C 0.9121 1.1293 -0.6416 -1.4 0.0 -0.9
S 1.8077 1.1160 0.9011 1.5 -0.2 0.0
H -1.1058 2.3051 0.1983 -0.7 -0.3 0.4
H -0.7165 1.4756 1.4784 0.4 -0.6 0.6
H -0.2819 -0.4536 -0.0011 -0.5 -0.5 0.3
H -1.3284 1.3196 -2.3434 0.8 -0.4 0.5
H -0.6510 -0.3942 -2.3283 0.5 0.7 -0.1
H -2.7218 -0.0573 -0.8251 -1.3 0.2 2.3
H 1.3050 0.7280 -1.5709 0.8 -0.6 0.4
H 0.6079 2.1094 -0.9384 0.6 1.3 0.0
H 3.1173 0.9209 0.4965 -1.1 0.2 0.1
O 1.2461 -4.2323 2.6746 -1.3 -1.0 -1.6
H 1.1388 -3.4735 3.1910 -0.5 1.9 1.1
H 2.0633 -4.5637 2.9602 1.8 -1.0 0.5
```
Positions in Å, forces in eV/Å.


6.
C3H11NO2S | ωB97M-V with the def2-TZVPD basis set

Properties
Total charge = 0
LUMO energy = 0.5 eV
Multiplicity = 1
Relative energy (zero: lowest compared OMol25 entry of this formula, charge and spin) = 133.10 kJ/mol
Calculated total energy = -724.261033 hartree
Strongest force on any atom = 3.9 eV Å⁻¹

Geometry as XYZ:
```
18
Properties=species:S:1:pos:R:3:forces:R:3
N -0.1767 0.9082 1.4456 -0.5 2.6 -1.9
C -0.0092 -0.4364 0.8804 -1.0 0.7 -1.9
C 1.3582 -1.0514 1.0005 0.5 0.6 1.2
O 1.7916 -1.0031 2.4213 0.2 1.1 -2.7
C -0.4792 -0.5450 -0.5891 -0.1 3.0 0.4
S -2.2266 0.1963 -0.8447 0.8 -0.8 1.4
H -1.1990 1.0831 1.5766 1.1 -0.6 0.3
H -0.0558 1.7077 0.6846 0.4 -2.3 1.7
H -0.7388 -1.0167 1.3398 -0.9 -1.4 1.7
H 2.0229 -0.5061 0.2841 0.1 -0.2 0.9
H 1.3987 -2.0808 0.7205 -0.4 -0.7 -0.3
H 2.0777 -0.0774 2.3461 0.1 -0.2 1.4
H -0.6620 -1.4865 -0.9514 0.3 -2.5 -0.5
H 0.3009 -0.0447 -1.1887 -0.7 0.0 -0.2
H -2.7006 -0.4453 0.3161 0.3 0.7 -1.3
O 0.1747 1.6084 -3.0754 -1.3 2.9 -2.4
H -0.4585 2.2162 -3.6505 2.1 -1.9 1.8
H -0.4183 0.9735 -2.7159 -0.8 -0.9 0.4
```
Positions in Å, forces in eV/Å.


7.
C3H11NO2S | ωB97M-V with the def2-TZVPD basis set

Properties
Total charge = +1
LUMO energy (spin up / spin down) = -4.3 / -9.4 eV
Multiplicity = 2
⟨S²⟩ = 0.75
Relative energy (zero: lowest compared OMol25 entry of this formula, charge and spin) = 188.22 kJ/mol
Calculated total energy = -723.919260 hartree
Strongest force on any atom = 3.5 eV Å⁻¹

Geometry as XYZ:
```
18
Properties=species:S:1:pos:R:3:forces:R:3
C 0.8441 -0.5399 -1.3257 -0.7 2.7 0.9
C 1.8999 -1.4468 -0.6526 -2.2 -2.6 0.7
S 3.5880 -1.0125 -0.7128 0.0 0.3 0.4
N -0.1292 0.0698 -0.3883 0.1 -0.4 -0.2
C -1.1486 0.8535 -1.0424 0.0 1.2 -0.3
O -2.5146 0.5425 -0.7893 1.2 -0.2 0.1
H 1.4419 0.3201 -1.7117 -0.5 -0.5 -0.5
H 0.1722 -0.9306 -2.0995 1.2 -0.8 -0.2
H 1.7581 -2.4587 -1.1211 0.8 0.7 -0.2
H 1.5615 -1.7206 0.3614 0.5 0.7 -0.1
H 3.7729 -0.7206 0.6172 0.0 -0.1 -0.5
H -0.2577 -0.0822 0.5980 0.5 -0.4 -0.1
H -0.9406 1.9305 -0.8435 -0.5 -0.4 0.1
H -1.0015 0.7438 -2.1163 -0.2 -0.1 -0.1
H -2.7187 0.8677 0.0922 -0.2 0.0 0.0
H -1.5718 1.6502 3.9955 0.4 -0.2 0.3
H -2.7688 1.1336 3.3352 -0.1 -0.6 0.2
O -1.9873 0.8002 3.8037 -0.3 0.8 -0.6
```
Positions in Å, forces in eV/Å.


8.
C3H11NO2Si | ωB97M-V with the def2-TZVPD basis set

Properties
Total charge = 0
LUMO energy = 0.5 eV
Multiplicity = 1
Relative energy (zero: lowest compared OMol25 entry of this formula, charge and spin) = 493.94 kJ/mol
Calculated total energy = -615.560631 hartree
Strongest force on any atom = 5.4 eV Å⁻¹

Geometry as XYZ:
```
18
Properties=species:S:1:pos:R:3:forces:R:3
C -0.1074 -1.5154 -1.5807 1.4 -1.7 1.7
Si 1.0023 -0.7634 -0.4244 -0.1 -0.6 -0.2
N 1.8528 0.6877 -0.6543 -0.3 2.1 -0.3
O 1.3654 -1.2006 1.1018 0.7 2.5 -1.5
C 0.7015 -1.9755 2.0115 -4.9 1.9 -1.2
H 0.1279 -1.2176 -2.5665 -0.1 1.0 -1.2
H -0.1805 -2.6566 -1.6655 -0.2 1.6 0.8
H 1.7353 1.6142 -0.0998 0.2 -2.6 -1.2
H 1.9313 0.8925 -1.6632 0.0 0.1 0.8
H 0.7423 -1.6342 3.0120 0.3 0.7 0.9
H 1.1736 -2.8354 1.8921 1.2 -4.7 0.3
H -0.4384 -1.9938 1.6781 2.1 -0.6 1.0
C -1.7978 2.4401 -0.2526 -0.9 1.2 -1.3
O -1.2282 1.4236 0.4340 1.7 -3.2 2.0
H -2.9107 2.4338 -0.2256 0.5 0.3 0.5
H -1.5870 2.4960 -1.3179 0.4 -0.3 -0.3
H -1.3093 3.3084 0.2090 -0.9 0.3 -0.3
H -1.0731 0.4963 0.1118 -1.2 1.7 -0.7
```
Positions in Å, forces in eV/Å.


Q: Number 1 is which compound?
A: C3H11NO2


Q: The highest relative energy (zero: lowest compared OMol25 entry of this formula, charge and spin) belongs to which entry?
A: C3H11NO2Si